Record 1
Molecular formula: C39H83BrClN3O2PS
Method: DFT, ωB97M-V with the def2-TZVPD basis set

Computed properties:
LUMO level   -0.1050 hartree
Total charge   +1
Kohn-Sham gap   9.2 eV
E_HOMO   -12.093 eV
DFT total energy   -5624.066818 a.u.

Positions of all 131 atoms, in Å:
C (-0.9310, -1.4421, 3.6755)
C (-0.9454, -0.5003, 2.9281)
C (-0.8202, 0.7029, 2.1073)
C (-2.1168, 1.5167, 2.0637)
C (-3.3381, 0.7771, 1.5309)
C (-3.3560, 0.6562, 0.0141)
C (-2.6193, -0.4552, -0.7406)
C (-2.8355, -1.9196, -0.3427)
C (-1.5975, -2.5963, 0.2679)
C (-1.4262, -4.0502, -0.2029)
C (-2.0773, -5.0432, 0.7601)
N (-3.1610, -0.1737, -2.1326)
P (-2.0468, 0.1012, -3.3954)
O (-1.3068, 1.4670, -3.0354)
O (-0.9930, -1.0556, -3.1314)
S (-2.8627, 0.0889, -5.1221)
C (-4.2557, 0.6379, -1.9840)
N (-4.8837, 1.1819, -2.9852)
Cl (-6.2209, 2.1743, -2.7729)
N (-4.6746, 0.7711, -0.6764)
C (-5.7315, -0.2783, -0.4875)
C (-6.2413, -0.4261, 0.9313)
C (-7.0837, -1.6918, 1.0325)
Br (-7.3092, 1.1319, 1.3868)
H (-0.8922, -2.4122, 4.1029)
H (-0.0179, 1.3191, 2.5118)
H (-0.5151, 0.4022, 1.1007)
H (-1.9729, 2.4453, 1.5092)
H (-2.3392, 1.8119, 3.0893)
H (-3.4367, -0.1901, 2.0267)
H (-4.2205, 1.3591, 1.8008)
H (-2.8328, 1.5546, -0.3352)
H (-1.5520, -0.2421, -0.7293)
H (-3.1770, -2.4557, -1.2290)
H (-3.6671, -1.9633, 0.3635)
H (-0.6967, -2.0216, 0.0540)
H (-1.7500, -2.6339, 1.3445)
H (-0.3677, -4.2950, -0.2791)
H (-1.8714, -4.1854, -1.1897)
H (-3.1414, -4.8324, 0.8775)
H (-1.9625, -6.0637, 0.4035)
H (-1.6144, -4.9667, 1.7436)
H (-0.5176, 1.3645, -2.4862)
H (-0.0893, -0.8269, -3.3977)
H (-4.5491, 1.0241, -3.9473)
H (-5.4236, -1.2600, -0.8598)
H (-6.5775, 0.0424, -1.0947)
H (-5.4369, -0.4913, 1.6487)
H (-6.4102, -2.5463, 1.1339)
H (-7.6684, -1.8536, 0.1286)
H (-7.7211, -1.6732, 1.9091)
C (3.1087, -0.3385, 2.9492)
C (3.5164, -0.6563, 4.3857)
C (2.4204, -0.3569, 5.4057)
C (1.9961, 1.1100, 5.4834)
C (3.1254, 2.0873, 5.8056)
C (3.7746, 1.8372, 7.1634)
H (2.9036, 0.7259, 2.8156)
H (3.9013, -0.6078, 2.2497)
H (2.2100, -0.8967, 2.6713)
H (4.4298, -0.1110, 4.6363)
H (3.7683, -1.7180, 4.4548)
H (2.7483, -0.6941, 6.3928)
H (1.5394, -0.9589, 5.1602)
H (1.2155, 1.2045, 6.2447)
H (1.5285, 1.4062, 4.5380)
H (2.7210, 3.1026, 5.7864)
H (3.8888, 2.0512, 5.0232)
H (3.0351, 1.8951, 7.9644)
H (4.5467, 2.5791, 7.3680)
H (4.2457, 0.8544, 7.2115)
C (-4.2590, 7.9657, -7.0231)
C (-4.6890, 6.5071, -6.9005)
C (-5.0915, 6.1086, -5.4816)
C (-3.9785, 6.2341, -4.4394)
C (-2.7161, 5.4319, -4.7497)
C (-2.9600, 3.9287, -4.8282)
H (-3.3717, 8.1788, -6.4250)
H (-4.0219, 8.2153, -8.0574)
H (-5.0557, 8.6349, -6.6928)
H (-3.8863, 5.8574, -7.2612)
H (-5.5401, 6.3306, -7.5624)
H (-5.4676, 5.0805, -5.4952)
H (-5.9337, 6.7305, -5.1638)
H (-4.3732, 5.9131, -3.4689)
H (-3.7083, 7.2856, -4.3174)
H (-1.9770, 5.6332, -3.9696)
H (-2.2691, 5.7755, -5.6855)
H (-3.3839, 3.5620, -3.8864)
H (-2.0315, 3.3853, -5.0102)
H (-3.6508, 3.6733, -5.6338)
C (3.7599, -1.5568, -8.0310)
C (3.1165, -0.1791, -8.1585)
C (3.6845, 0.8524, -7.1847)
C (3.4943, 0.5120, -5.7058)
C (2.0403, 0.3015, -5.2903)
C (1.1575, 1.5339, -5.4798)
H (3.5862, -1.9974, -7.0475)
H (3.3547, -2.2456, -8.7723)
H (4.8387, -1.4975, -8.1857)
H (2.0338, -0.2671, -8.0272)
H (3.2663, 0.1904, -9.1752)
H (3.2373, 1.8272, -7.3973)
H (4.7552, 0.9682, -7.3733)
H (3.9231, 1.3182, -5.1029)
H (4.0677, -0.3846, -5.4583)
H (2.0330, 0.0119, -4.2282)
H (1.6117, -0.5416, -5.8405)
H (1.5453, 2.3842, -4.9141)
H (0.1424, 1.3305, -5.1384)
H (1.0870, 1.8287, -6.5261)
C (3.7317, -4.2184, 7.7494)
C (5.0533, -3.5433, 7.3944)
C (5.7114, -4.1168, 6.1417)
C (6.1037, -5.5925, 6.2286)
C (7.0519, -5.9358, 7.3761)
C (8.3973, -5.2215, 7.2893)
H (3.8674, -5.2757, 7.9805)
H (3.2761, -3.7497, 8.6226)
H (3.0226, -4.1426, 6.9212)
H (5.7354, -3.6063, 8.2460)
H (4.8711, -2.4768, 7.2308)
H (6.5965, -3.5202, 5.9041)
H (5.0282, -3.9890, 5.2947)
H (6.5716, -5.8822, 5.2825)
H (5.2028, -6.2062, 6.3169)
H (7.2217, -7.0152, 7.3718)
H (6.5785, -5.7086, 8.3352)
H (8.9018, -5.4561, 6.3497)
H (9.0534, -5.5263, 8.1051)
H (8.2847, -4.1379, 7.3488)


Record 2
Molecular formula: C53H99BrI2NO6P
Method: DFT, ωB97M-V with the def2-TZVPD basis set

Computed properties:
LUMO level   -0.0375 hartree
Total charge   0
Kohn-Sham gap   7.3 eV
E_HOMO   -8.286 eV
DFT total energy   -6095.509510 a.u.

Positions of all 163 atoms, in Å:
C (1.4944, 5.8138, 0.4691)
C (1.6231, 6.2970, -0.8515)
C (0.3793, 6.5728, -1.7640)
O (-0.5604, 7.2139, -1.4034)
O (0.3916, 5.9926, -3.0554)
C (0.5773, 4.5598, -2.8102)
C (-0.0406, 3.6581, -3.9405)
C (0.8378, 2.3336, -4.0421)
C (-0.0925, 1.0656, -3.9003)
C (-0.3305, 0.5800, -2.4226)
C (-1.1060, 1.5974, -1.5044)
C (-1.7329, 0.9348, -0.1789)
O (-1.3631, -0.4048, 0.0517)
C (-0.1731, -0.6878, 0.7941)
C (0.6509, -1.7720, -0.0428)
C (0.7205, 0.4760, 1.3334)
O (1.4032, 1.2883, 0.3790)
C (2.6687, 0.8786, 0.0216)
C (3.3262, 1.7014, -1.0220)
C (4.6657, 1.4264, -1.4990)
C (5.4548, 0.3001, -0.9746)
C (4.8292, -0.5056, 0.0813)
C (3.4629, -0.2172, 0.5503)
P (-0.7279, -1.6539, 2.3482)
N (-1.6547, -2.9839, 1.7119)
O (-1.7251, -0.6747, 3.3023)
C (-3.3127, 0.8996, -0.4600)
C (-3.6784, -0.0767, -1.6382)
C (-3.7990, 0.5620, -3.0774)
C (-4.4892, 1.9720, -3.1481)
Br (-5.7865, 2.1445, -4.6492)
O (-3.8883, 0.3657, 0.7580)
C (-5.0881, 0.9909, 1.1859)
C (-6.1539, 1.2822, 0.0743)
C (-6.7901, 2.4544, -0.1476)
C (-4.9132, 2.3023, 2.0358)
I (-3.3315, 3.7485, 1.7424)
C (-5.8294, 2.5976, 3.0191)
C (-7.0680, 1.7222, 3.3567)
I (-5.6447, 4.4103, 4.2161)
H (1.6638, 6.5386, 1.3042)
H (1.2650, 4.7310, 0.6700)
H (2.6361, 6.4671, -1.3097)
H (0.0471, 4.3337, -1.8495)
H (1.6804, 4.3717, -2.7798)
H (-1.1207, 3.4075, -3.7997)
H (0.0364, 4.2290, -4.9119)
H (1.2344, 2.3085, -5.1007)
H (1.7361, 2.3240, -3.3781)
H (-1.0226, 1.2630, -4.4924)
H (0.4395, 0.2213, -4.4348)
H (-0.7754, -0.4576, -2.4200)
H (0.6940, 0.4488, -1.9665)
H (-1.8848, 2.1939, -2.0635)
H (-0.3456, 2.3660, -1.1762)
H (-1.6338, 1.6569, 0.6669)
H (1.3582, -2.2635, 0.6886)
H (-0.0464, -2.5610, -0.4119)
H (1.2943, -1.3114, -0.8293)
H (0.0459, 1.1739, 1.9140)
H (1.3815, 0.0370, 2.1372)
H (2.7876, 2.5779, -1.4439)
H (5.1134, 2.0750, -2.2884)
H (6.4757, 0.0925, -1.3685)
H (5.4409, -1.3450, 0.4863)
H (3.0408, -0.8573, 1.3537)
H (-2.4078, -2.5906, 1.1315)
H (-2.0747, -3.4977, 2.4904)
H (-2.5032, -0.3481, 2.8024)
H (-3.6024, 1.9684, -0.6100)
H (-4.6943, -0.5030, -1.3907)
H (-3.0045, -0.9698, -1.7281)
H (-2.7932, 0.5425, -3.5619)
H (-4.4427, -0.1395, -3.6863)
H (-4.9569, 2.3241, -2.2005)
H (-3.6818, 2.7227, -3.3907)
H (-5.5824, 0.2505, 1.8839)
H (-6.4638, 0.4172, -0.5722)
H (-6.6391, 3.4022, 0.4171)
H (-7.5715, 2.4874, -0.9535)
H (-7.8258, 1.8872, 2.5317)
H (-7.5823, 2.0157, 4.3064)
H (-6.8598, 0.6164, 3.3439)
C (10.6660, -3.7264, 3.2159)
C (10.0819, -4.8399, 2.3546)
C (9.3507, -4.3272, 1.1146)
C (8.1284, -3.4504, 1.3959)
C (7.0435, -4.0987, 2.2563)
C (6.4210, -5.3328, 1.6142)
H (9.8869, -3.0745, 3.6165)
H (11.2084, -4.1506, 4.0639)
H (11.3660, -3.1150, 2.6411)
H (9.4174, -5.4632, 2.9602)
H (10.8992, -5.4911, 2.0291)
H (9.0511, -5.1847, 0.5034)
H (10.0530, -3.7536, 0.4994)
H (7.6906, -3.1522, 0.4361)
H (8.4511, -2.5219, 1.8778)
H (6.2531, -3.3605, 2.4277)
H (7.4395, -4.3569, 3.2430)
H (5.9829, -5.0889, 0.6431)
H (5.6279, -5.7306, 2.2517)
H (7.1566, -6.1273, 1.4702)
C (8.4574, -8.1884, 4.2997)
C (7.4821, -9.2107, 4.8699)
C (7.5556, -10.5698, 4.1748)
C (7.1963, -10.5611, 2.6866)
C (5.8054, -10.0207, 2.3551)
C (4.6766, -10.8458, 2.9608)
H (8.2415, -7.9646, 3.2525)
H (8.3891, -7.2513, 4.8578)
H (9.4867, -8.5484, 4.3712)
H (6.4643, -8.8123, 4.8261)
H (7.7089, -9.3528, 5.9312)
H (6.9018, -11.2708, 4.7035)
H (8.5702, -10.9696, 4.2823)
H (7.2803, -11.5851, 2.3062)
H (7.9410, -9.9768, 2.1366)
H (5.6878, -10.0177, 1.2668)
H (5.7131, -8.9783, 2.6752)
H (4.7264, -11.8835, 2.6221)
H (3.7084, -10.4390, 2.6603)
H (4.7119, -10.8380, 4.0523)
C (-9.6707, 2.5754, 7.0657)
C (-10.5018, 3.0451, 5.8774)
C (-9.8986, 4.2503, 5.1563)
C (-9.7763, 5.5224, 5.9980)
C (-11.0852, 6.0359, 6.5973)
C (-12.1150, 6.4345, 5.5471)
H (-9.6027, 3.3426, 7.8395)
H (-10.1254, 1.6910, 7.5181)
H (-8.6574, 2.3098, 6.7530)
H (-11.5216, 3.2655, 6.2058)
H (-10.5829, 2.2196, 5.1623)
H (-10.4967, 4.4606, 4.2635)
H (-8.9008, 3.9824, 4.7909)
H (-9.3387, 6.3083, 5.3722)
H (-9.0601, 5.3538, 6.8088)
H (-10.8610, 6.9121, 7.2137)
H (-11.5163, 5.2900, 7.2719)
H (-11.7184, 7.2087, 4.8858)
H (-13.0121, 6.8296, 6.0290)
H (-12.4186, 5.5821, 4.9357)
C (-0.3411, 5.4676, -10.3056)
C (-0.7008, 3.9895, -10.3990)
C (-1.1813, 3.3984, -9.0738)
C (-0.1537, 3.4186, -7.9396)
C (1.1626, 2.7013, -8.2375)
C (0.9915, 1.2096, -8.4977)
H (0.4915, 5.6384, -9.6202)
H (-0.0432, 5.8459, -11.2862)
H (-1.1959, 6.0561, -9.9639)
H (0.1552, 3.4261, -10.7819)
H (-1.4990, 3.8724, -11.1386)
H (-1.5120, 2.3692, -9.2473)
H (-2.0709, 3.9454, -8.7426)
H (-0.6120, 2.9668, -7.0519)
H (0.0653, 4.4562, -7.6670)
H (1.8273, 2.8293, -7.3767)
H (1.6697, 3.1683, -9.0870)
H (0.5218, 0.7156, -7.6430)
H (1.9643, 0.7416, -8.6651)
H (0.3798, 1.0220, -9.3825)